Entry from OMol25: the ion C5H10N2P with charge +1 (ωB97M-V with the def2-TZVPD basis set).

The geometry in XYZ format:
```
18
Properties=species:S:1:pos:R:3:mulliken_charge:R:1
H -0.901 2.102 0.912 0.46
H -0.224 0.370 2.448 0.50
H -1.970 -1.446 -1.964 0.09
C 1.360 0.891 -0.522 -0.41
H -1.135 -3.127 -1.112 0.10
H 2.103 0.252 1.522 0.22
N 1.302 0.468 0.933 -0.31
C -0.877 1.135 0.546 -0.59
H 0.450 -1.832 1.140 0.59
H 1.788 1.976 -0.581 0.30
C -0.008 -1.073 0.698 -0.15
N -0.343 -1.023 -0.546 -0.14
C -0.124 0.943 -0.773 -0.47
H 2.015 0.271 -1.045 0.36
C -0.097 0.244 1.393 -0.27
H -0.677 1.052 -1.616 0.64
H -1.977 0.720 0.467 0.28
P -0.686 -1.923 -1.899 -0.19
```

Summary:
HOMO energy = -12.8 eV
orbital gap = 8.57 eV
total charge = +1
E_tot = -17605.6313 eV
ΔE to the lowest compared entry with this formula, charge and spin = 63.6 kcal per mole